[1]
The following is a DFT calculation (the ωB97M-V functional and the def2-TZVPD basis) of C41H39Cl2MnN9OSe as an isolated structure.

Geometry (Å):
Mn (-0.3871, 1.0311, 0.2120)
Cl (-1.4961, -2.0829, 3.9834)
C (-1.9521, -0.4011, 3.9382)
C (-2.5927, 0.1369, 5.0665)
C (-2.9601, 1.4485, 5.0860)
Cl (-3.7263, 2.1047, 6.5061)
C (-2.7227, 2.2863, 3.9643)
C (-3.0852, 3.6495, 3.8930)
C (-2.8022, 4.3595, 2.7625)
C (-2.1412, 3.7174, 1.6992)
N (-1.7872, 2.4590, 1.7350)
C (-2.0780, 1.7317, 2.8451)
C (-1.6568, 0.3515, 2.8138)
O (-1.0488, -0.1018, 1.7698)
H (-2.7820, -0.4983, 5.9195)
H (-3.5873, 4.1095, 4.7327)
H (-3.0776, 5.3994, 2.6664)
H (-1.8897, 4.2639, 0.7980)
C (1.0782, 4.4240, 1.9691)
C (0.9565, 3.3985, 3.0579)
C (0.6144, 3.7666, 4.3531)
C (0.5391, 2.8201, 5.3640)
C (0.8425, 1.4956, 5.0973)
C (1.2044, 1.0850, 3.8178)
C (1.5401, -0.3474, 3.5249)
C (1.2259, 2.0509, 2.8177)
N (1.4486, 1.6471, 1.4669)
C (2.6163, 1.4396, 1.0135)
C (3.8817, 1.6048, 1.7936)
C (2.7105, 1.0173, -0.4525)
C (4.0733, 0.9868, -1.0745)
N (1.6154, 0.7092, -1.0341)
C (1.6069, 0.2979, -2.4024)
C (1.4047, -1.0609, -2.6450)
C (1.3621, -2.0542, -1.5220)
C (1.3054, -1.4854, -3.9633)
C (1.3991, -0.5787, -5.0072)
C (1.6254, 0.7599, -4.7380)
C (1.7515, 1.2254, -3.4308)
C (2.0721, 2.6742, -3.1986)
H (0.4891, 5.3069, 2.2117)
H (0.7368, 4.0476, 1.0029)
H (2.1171, 4.7435, 1.8544)
H (0.3852, 4.8038, 4.5596)
H (0.2414, 3.1149, 6.3615)
H (0.7800, 0.7553, 5.8846)
H (1.2699, -0.9772, 4.3705)
H (2.6105, -0.4780, 3.3423)
H (0.9876, -0.7076, 2.6553)
H (3.6665, 1.8852, 2.8248)
H (4.5010, 2.3767, 1.3376)
H (4.4604, 0.6810, 1.7873)
H (4.7114, 0.2927, -0.5258)
H (4.5433, 1.9686, -1.0178)
H (4.0283, 0.6750, -2.1157)
H (2.3703, -2.3020, -1.1807)
H (0.8954, -2.9792, -1.8543)
H (0.8081, -1.6808, -0.6592)
H (1.1400, -2.5377, -4.1639)
H (1.3014, -0.9168, -6.0299)
H (1.7096, 1.4693, -5.5513)
H (1.4582, 3.3036, -3.8411)
H (3.1198, 2.8687, -3.4369)
H (1.8919, 2.9993, -2.1754)
Se (-0.7712, 3.0839, -1.5245)
C (-2.5865, 3.3339, -1.4135)
N (-3.7261, 3.5017, -1.3518)
C (-2.2333, -2.4180, 0.2374)
C (-2.1260, -1.6475, -1.0281)
N (-1.6446, -0.4269, -1.1710)
C (-1.8031, -0.1004, -2.5050)
C (-2.3861, -1.1269, -3.1625)
N (-2.5929, -2.1106, -2.2158)
C (-3.1677, -3.4001, -2.5079)
N (-2.3232, -4.1762, -3.3794)
N (-2.5331, -4.1256, -4.7129)
N (-1.6240, -4.7730, -5.3241)
C (-0.7518, -5.2815, -4.3885)
C (0.4009, -6.0585, -4.5497)
C (1.0678, -6.4284, -3.4084)
C (0.6064, -6.0442, -2.1294)
C (-0.5226, -5.2798, -1.9560)
C (-1.1954, -4.9011, -3.1233)
H (-1.6919, -1.8890, 1.0170)
H (-1.8264, -3.4251, 0.1395)
H (-3.2760, -2.5065, 0.5493)
H (-1.4913, 0.8571, -2.8815)
H (-2.6681, -1.2636, -4.1891)
H (-4.1128, -3.2688, -3.0382)
H (-3.3464, -3.9420, -1.5791)
H (0.7377, -6.3508, -5.5328)
H (1.9619, -7.0312, -3.4811)
H (1.1615, -6.3629, -1.2581)
H (-0.8598, -4.9919, -0.9714)

Values from the calculation:
Maximum force   0.92 eV/Å
E_tot   -6626.78117 Ha
HOMO-LUMO gap (alpha / beta)   6.6179 / 6.5788 eV
Multiplicity   6
Expectation value of S²   8.754
Highest occupied orbital energy (alpha / beta)   -7.2763 / -7.3553 eV

[2]
The following is a DFT calculation (the ωB97M-V functional and the def2-TZVPD basis) of C41H39N3O3PtSTe as an isolated structure.

Geometry (Å):
Pt (0.8466, 1.5690, -0.6078)
C (-2.2952, 6.1843, -1.2184)
C (-3.0636, 4.9657, -0.7220)
N (-2.5379, 4.4571, 0.5570)
C (-3.2286, 4.9125, 1.7889)
C (-4.2361, 3.8786, 2.2669)
C (-1.4994, 3.6598, 0.6371)
S (-0.8273, 3.1575, -0.8976)
N (-1.0892, 3.2832, 1.8477)
C (0.0517, 2.7416, 2.1079)
O (1.0428, 2.5601, 1.2506)
C (0.2979, 2.3298, 3.5044)
C (-0.6248, 2.6566, 4.5002)
C (-0.4430, 2.1923, 5.7893)
C (0.6631, 1.4103, 6.0998)
C (1.6105, 1.1202, 5.1255)
C (1.4324, 1.5852, 3.8344)
H (-2.7519, 6.5609, -2.1327)
H (-1.2554, 5.9351, -1.4296)
H (-2.3130, 6.9812, -0.4741)
H (-3.0343, 4.1610, -1.4604)
H (-4.1062, 5.2253, -0.5549)
H (-3.7190, 5.8539, 1.5493)
H (-2.4827, 5.1010, 2.5544)
H (-5.0188, 3.7200, 1.5234)
H (-4.7088, 4.2262, 3.1856)
H (-3.7400, 2.9282, 2.4623)
H (-1.4745, 3.2767, 4.2523)
H (-1.1585, 2.4436, 6.5608)
H (0.7968, 1.0386, 7.1071)
H (2.4910, 0.5437, 5.3764)
H (2.1755, 1.3719, 3.0815)
C (-0.5074, -5.1316, -2.8570)
C (-0.4429, -3.7476, -2.2708)
C (-1.4180, -3.2795, -1.3811)
C (-1.3885, -2.0143, -0.8236)
C (-2.3833, -1.6281, 0.2675)
O (-2.5634, -0.4800, 0.6084)
C (-3.1392, -2.7224, 0.9610)
C (-2.5699, -3.9508, 1.2977)
C (-3.2983, -4.8818, 2.0239)
C (-4.5977, -4.5940, 2.4156)
C (-5.1621, -3.3644, 2.1009)
C (-4.4334, -2.4302, 1.3844)
C (-0.4287, -1.0765, -1.3435)
O (-0.5651, 0.1813, -1.1095)
C (0.6164, -1.5637, -2.1760)
C (0.5923, -2.8959, -2.6000)
C (1.6467, -0.6715, -2.6546)
N (1.8757, 0.5023, -2.1271)
C (2.9167, 1.4015, -2.6489)
C (4.1103, 1.4388, -1.7151)
Te (3.3896, 1.8401, 0.2276)
C (3.1818, -0.1740, 0.8657)
C (1.9849, -0.6424, 1.4008)
C (1.9005, -1.9623, 1.8255)
C (3.0056, -2.7984, 1.7344)
C (4.2045, -2.3129, 1.2312)
C (4.2995, -0.9975, 0.7985)
C (2.4349, -1.1311, -3.8352)
C (1.7683, -1.2908, -5.0482)
C (2.4825, -1.6221, -6.1901)
C (3.8559, -1.8148, -6.1221)
C (4.5145, -1.6993, -4.9047)
C (3.8066, -1.3570, -3.7624)
H (-1.3337, -5.7068, -2.4442)
H (0.4220, -5.6756, -2.6808)
H (-0.6415, -5.0780, -3.9392)
H (-2.2306, -3.9429, -1.1145)
H (-1.5405, -4.1707, 1.0395)
H (-2.8460, -5.8276, 2.2925)
H (-5.1682, -5.3259, 2.9725)
H (-6.1678, -3.1303, 2.4234)
H (-4.8643, -1.4694, 1.1359)
H (1.3847, -3.2706, -3.2369)
H (2.4750, 2.3944, -2.7082)
H (3.2406, 1.1169, -3.6481)
H (4.7746, 2.2536, -2.0034)
H (4.6823, 0.5144, -1.6906)
H (1.1242, -0.0002, 1.5272)
H (0.9693, -2.3197, 2.2470)
H (2.9388, -3.8249, 2.0697)
H (5.0764, -2.9518, 1.1918)
H (5.2483, -0.6256, 0.4273)
H (0.6964, -1.1400, -5.0990)
H (1.9621, -1.7341, -7.1323)
H (4.4122, -2.0603, -7.0173)
H (5.5805, -1.8761, -4.8439)
H (4.3160, -1.3092, -2.8070)

Values from the calculation:
Maximum force   2.57 eV/Å
Net charge   +2
E_tot   -2760.68255 Ha
HOMO-LUMO gap   4.9503 eV
Multiplicity   1
Energy relative to the best compared isomer or geometry (same formula, charge and spin)   2.6397 eV
Highest occupied orbital energy   -13.0556 eV